(1)
{"formula": "C32H60O16S3", "method": "ωB97M-V/def2-TZVPD", "e_tot_ha": -3653.6821, "lumo_energy_ev": -0.138, "e_above_lowest_kcal_mol": 12.38, "smiles": "C[C@H]1COC(=O)O1.C[C@H]1COC(=O)O1.O=S1(=O)CCCC1.O=S1(=O)CCCC1.O=S1(=O)CCCC1.CC(C)=O.CC(C)=O.CC(C)=O.CC(C)=O", "homo_ev": -9.550, "orbital_gap_ev": 9.4, "symbols": ["C", "C", "C", "O", "C", "O", "O", "H", "H", "H", "H", "H", "H", "C", "C", "C", "O", "C", "O", "O", "H", "H", "H", "H", "H", "H", "O", "S", "O", "C", "C", "C", "C", "H", "H", "H", "H", "H", "H", "H", "H", "O", "S", "O", "C", "C", "C", "C", "H", "H", "H", "H", "H", "H", "H", "H", "O", "S", "O", "C", "C", "C", "C", "H", "H", "H", "H", "H", "H", "H", "H", "C", "C", "C", "O", "H", "H", "H", "H", "H", "H", "C", "C", "C", "O", "H", "H", "H", "H", "H", "H", "C", "C", "C", "O", "H", "H", "H", "H", "H", "H", "C", "C", "C", "O", "H", "H", "H", "H", "H", "H"], "coordinates": [[0.3143, -2.3228, 7.8036], [0.7157, -1.6961, 6.4938], [1.7505, -2.5582, 5.7060], [1.2768, -2.5307, 4.3743], [0.0173, -2.0795, 4.3460], [-0.6425, -1.8894, 3.3779], [-0.3918, -1.8288, 5.6101], [0.2591, -3.4061, 7.7230], [-0.5943, -1.8811, 8.2149], [1.0103, -2.1514, 8.6333], [1.1190, -0.6829, 6.5362], [1.8873, -3.5751, 6.0773], [2.7472, -2.1215, 5.8016], [-1.0468, 1.7085, -3.9551], [-0.5052, 1.4146, -5.3434], [0.7919, 0.5723, -5.2910], [0.6337, -0.3693, -6.3378], [-0.6940, -0.4229, -6.6702], [-1.1553, -1.2369, -7.3904], [-1.3760, 0.5688, -6.0946], [-1.1787, 0.7977, -3.3756], [-1.9734, 2.2693, -4.0621], [-0.3125, 2.3424, -3.4535], [-0.3116, 2.2951, -5.9613], [0.7951, 0.1064, -4.3042], [1.5986, 1.2803, -5.4613], [-0.0375, -5.9893, -2.5208], [0.1406, -4.5621, -2.3181], [0.2123, -3.9997, -0.9711], [1.5118, -3.9323, -3.3213], [1.1569, -2.5830, -3.9484], [-0.3603, -2.3144, -3.6763], [-1.0555, -3.6168, -3.3469], [1.6542, -4.6441, -4.1315], [2.3850, -3.8974, -2.6755], [1.7332, -1.7677, -3.5251], [1.2462, -2.7290, -5.0245], [-0.8902, -1.7174, -4.4129], [-0.2918, -1.6932, -2.7772], [-1.1408, -4.2478, -4.2333], [-1.9806, -3.6083, -2.7750], [-4.7524, -2.1985, -1.7864], [-3.7273, -1.4567, -1.0821], [-2.9083, -0.5318, -1.8400], [-4.5263, -0.5588, 0.2959], [-3.6907, -0.8859, 1.5199], [-3.2674, -2.3402, 1.3394], [-2.6913, -2.4938, -0.0587], [-5.5166, -1.0148, 0.3640], [-4.7248, 0.4763, 0.0260], [-2.7748, -0.2932, 1.6064], [-4.2306, -0.7499, 2.4560], [-4.1782, -2.9511, 1.4172], [-2.6824, -2.7144, 2.1768], [-2.3900, -3.4582, -0.4612], [-1.7149, -1.9917, -0.0898], [-4.7341, 5.4300, -3.3251], [-3.3184, 5.1672, -3.1607], [-2.5137, 4.7526, -4.2958], [-2.4779, 6.5860, -2.3605], [-2.2510, 6.1724, -0.8944], [-1.9929, 4.6616, -0.8700], [-3.1138, 4.0718, -1.7103], [-3.0557, 7.4783, -2.6007], [-1.5619, 6.7363, -2.9332], [-1.4233, 6.7558, -0.4876], [-3.1002, 6.4271, -0.2609], [-2.0302, 4.3288, 0.1696], [-1.0087, 4.3465, -1.2204], [-4.0684, 4.2019, -1.1951], [-3.0761, 3.0135, -1.9633], [-0.8673, 1.6006, 4.3019], [-0.8728, 2.4535, 3.0621], [0.4354, 3.0281, 2.5845], [-1.8882, 2.6417, 2.4310], [-0.7085, 0.5677, 3.9806], [-1.8409, 1.6644, 4.7843], [-0.0898, 1.9161, 4.9968], [0.2721, 3.8129, 1.8433], [1.1143, 2.3169, 2.1061], [1.0078, 3.5276, 3.3716], [5.1449, 1.9463, 3.3847], [3.8445, 1.1840, 3.2856], [3.1201, 0.8517, 4.5785], [3.4293, 0.7858, 2.2270], [5.7199, 1.5236, 4.2107], [4.8983, 2.9750, 3.6664], [5.7237, 1.9737, 2.4685], [3.7009, 0.1493, 5.1769], [2.1400, 0.4472, 4.3345], [3.0022, 1.7519, 5.1871], [4.0926, -3.5004, -0.3160], [5.1115, -3.0156, -1.3147], [4.6701, -2.1047, -2.4294], [6.2794, -3.2682, -1.1471], [3.1563, -3.8682, -0.7375], [3.7971, -2.6986, 0.3650], [4.5516, -4.3013, 0.2605], [5.4922, -1.5621, -2.8983], [4.0291, -1.3135, -2.0330], [4.2181, -2.6727, -3.2440], [0.8741, -0.6642, 0.4829], [0.3768, 0.2102, -0.6178], [-0.6471, 1.2545, -0.2972], [0.8502, 0.1227, -1.7373], [1.7002, -0.1926, 1.0230], [1.2738, -1.5904, 0.0664], [0.1071, -0.9155, 1.2183], [-1.3826, 1.3469, -1.0968], [-0.1676, 2.2377, -0.2799], [-1.1853, 1.1107, 0.6355]]}

=====

(2)
{"formula": "C32H60O22S4", "method": "ωB97M-V/def2-TZVPD", "e_tot_ha": -4503.3307, "lumo_energy_ev": -0.071, "e_above_lowest_kcal_mol": 9.82, "homo_ev": -8.607, "orbital_gap_ev": 8.5, "symbols": ["C", "C", "C", "O", "C", "O", "O", "H", "H", "H", "H", "H", "H", "C", "C", "C", "O", "C", "O", "O", "H", "H", "H", "H", "H", "H", "C", "C", "C", "O", "C", "O", "O", "H", "H", "H", "H", "H", "H", "C", "C", "C", "O", "C", "O", "O", "H", "H", "H", "H", "H", "H", "C", "C", "C", "O", "C", "O", "O", "H", "H", "H", "H", "H", "H", "C", "C", "C", "O", "C", "O", "O", "H", "H", "H", "H", "H", "H", "C", "S", "O", "C", "H", "H", "H", "H", "H", "H", "C", "S", "O", "C", "H", "H", "H", "H", "H", "H", "C", "S", "O", "C", "H", "H", "H", "H", "H", "H", "C", "S", "O", "C", "H", "H", "H", "H", "H", "H"], "coordinates": [[-7.2372, 12.8003, 4.2437], [-7.7742, 12.9372, 5.6376], [-6.7998, 12.7337, 6.7918], [-7.2869, 13.6612, 7.7658], [-8.0400, 14.6063, 7.1526], [-8.5170, 15.5485, 7.6941], [-8.1725, 14.3226, 5.8402], [-8.0848, 13.0850, 3.6073], [-7.0030, 11.7788, 3.9492], [-6.4379, 13.5063, 4.0287], [-8.6979, 12.3806, 5.8125], [-5.7866, 13.0127, 6.5078], [-6.9299, 11.7350, 7.1955], [-11.6763, 16.2788, 3.1771], [-12.4160, 15.2417, 3.9655], [-11.5443, 14.2786, 4.7578], [-12.2816, 14.0963, 5.9734], [-12.9268, 15.2513, 6.2231], [-13.3368, 15.6380, 7.2660], [-13.0688, 15.9554, 5.0628], [-12.3935, 16.9540, 2.7008], [-11.0570, 15.8096, 2.4126], [-11.1128, 16.9244, 3.8482], [-13.2145, 14.6960, 3.4585], [-10.6051, 14.7922, 4.9863], [-11.3791, 13.3188, 4.2920], [-16.3288, 15.3098, 4.1531], [-16.5104, 13.8443, 4.4589], [-17.3170, 13.0833, 3.3830], [-16.3060, 12.3689, 2.6473], [-15.1584, 12.3453, 3.3336], [-14.1805, 11.7363, 3.0371], [-15.2108, 13.1978, 4.3811], [-17.2732, 15.8563, 4.1289], [-15.8919, 15.4147, 3.1587], [-15.7096, 15.7414, 4.9386], [-16.8075, 13.6186, 5.4800], [-17.7450, 13.7810, 2.6673], [-18.0590, 12.3957, 3.7786], [-7.5347, 9.1616, -5.4383], [-8.6870, 9.0665, -4.4751], [-8.4417, 8.4818, -3.0891], [-9.1861, 9.3141, -2.2218], [-9.5282, 10.4493, -2.8661], [-10.0535, 11.3819, -2.3595], [-9.0770, 10.4201, -4.1458], [-7.1894, 8.2046, -5.8207], [-6.7241, 9.7555, -5.0151], [-7.8922, 9.7562, -6.2830], [-9.5644, 8.5857, -4.9195], [-7.3730, 8.5108, -2.8265], [-8.6677, 7.4248, -2.9549], [-5.5919, 7.2758, 3.1120], [-6.3748, 8.5559, 3.1166], [-7.8918, 8.4036, 2.8526], [-8.4724, 9.1047, 3.9609], [-7.5751, 9.3153, 4.9442], [-7.8505, 9.7178, 6.0311], [-6.3358, 9.0523, 4.4838], [-6.0308, 6.4882, 3.7267], [-4.5801, 7.4465, 3.4802], [-5.5160, 6.8699, 2.0998], [-5.9868, 9.2691, 2.3964], [-8.2452, 7.3768, 2.7829], [-8.2042, 9.0077, 2.0051], [-5.5832, 13.1351, -2.0093], [-5.2686, 11.6718, -1.8881], [-4.1160, 11.3202, -0.9314], [-4.6082, 10.2011, -0.1919], [-5.9173, 10.0330, -0.4375], [-6.6036, 9.1946, 0.0622], [-6.3762, 10.9561, -1.3027], [-4.6889, 13.6310, -2.3957], [-5.7986, 13.5715, -1.0349], [-6.4189, 13.3081, -2.6826], [-5.0701, 11.1993, -2.8527], [-3.8533, 12.1151, -0.2330], [-3.2284, 11.0682, -1.5085], [-10.3902, 15.6213, -0.5157], [-8.8456, 14.7691, -0.7906], [-8.0544, 15.6731, -1.6563], [-8.2467, 14.9290, 0.8985], [-10.2614, 16.5719, 0.0078], [-11.1103, 15.0791, 0.1026], [-10.8273, 15.7981, -1.4965], [-8.2535, 15.9753, 1.2045], [-7.2187, 14.5680, 0.9403], [-8.8822, 14.3244, 1.5495], [-14.2499, 7.5396, 3.2725], [-14.5113, 7.4902, 5.0568], [-15.9852, 7.2666, 5.1721], [-13.8169, 5.9130, 5.5460], [-13.2315, 7.9200, 3.1453], [-15.0163, 8.2129, 2.9103], [-14.2640, 6.5417, 2.8368], [-14.2464, 5.1605, 4.8782], [-14.1881, 5.6737, 6.5394], [-12.7294, 5.8572, 5.5171], [-9.3248, 11.2993, 0.6994], [-10.1208, 11.5198, 2.3124], [-10.9513, 12.7591, 2.1644], [-11.2326, 10.1049, 2.1189], [-9.8553, 11.9327, -0.0100], [-9.3336, 10.2545, 0.4061], [-8.3184, 11.7181, 0.7596], [-12.1300, 10.2876, 2.7067], [-10.7353, 9.1548, 2.3019], [-11.5196, 10.1004, 1.0658], [-13.1552, 11.9295, -0.1409], [-13.6394, 13.4208, -1.0132], [-14.9260, 13.0842, -1.6745], [-14.0289, 14.3646, 0.4712], [-13.9664, 11.5956, 0.5053], [-12.2806, 12.2549, 0.4245], [-12.9617, 11.0888, -0.8044], [-14.3558, 15.3310, 0.0773], [-13.1973, 14.5363, 1.1512], [-14.8675, 13.8724, 0.9642]]}